79
Properties=species:S:1:pos:R:3:forces:R:3 method="wB97M-V/def2-TZVPD" e_above_lowest_ev=0.0805 s2=6.092 spin_multiplicity=5 homo_lumo_gap_ev="5.70 / 7.23" e_lumo_ev="-0.0041 / -0.9037" fmax_ev_per_a=0.55 homo_energy_ev="-5.70 / -8.13"
Ir 0.74673 -0.18161 -0.09793 0.21 0.42 0.29
O 2.29735 -2.12260 -3.25885 0.09 -0.09 -0.04
C 1.56630 -1.56573 -2.45442 -0.19 0.02 0.15
N 1.56291 -1.70839 -1.11193 0.10 0.00 -0.21
C 2.58977 -2.45203 -0.41500 -0.13 0.01 0.01
C 2.48865 -2.15992 1.06909 -0.04 0.01 -0.06
C 3.21507 -2.88220 1.99881 0.01 -0.04 -0.03
C 3.12590 -2.55499 3.33979 0.05 -0.05 0.06
C 2.30364 -1.51142 3.72758 -0.05 0.06 0.03
C 1.59547 -0.83063 2.75787 0.00 0.00 0.03
N 1.68316 -1.14941 1.46344 0.06 0.05 -0.07
C 0.50914 -0.56797 -2.90104 0.11 -0.18 0.20
C 0.11984 -0.49186 -4.21771 -0.02 0.04 -0.12
C -0.88509 0.39883 -4.56733 0.03 -0.04 -0.06
C -1.46287 1.17911 -3.58199 -0.05 0.07 0.09
C -1.01313 1.06721 -2.27727 0.03 0.10 -0.06
N -0.03913 0.21810 -1.94452 0.06 0.02 -0.10
H 3.58655 -2.16642 -0.77124 0.03 0.02 -0.01
H 2.50236 -3.52907 -0.58010 -0.01 -0.04 -0.01
H 3.84721 -3.69241 1.65938 -0.01 0.02 0.01
H 3.69568 -3.10878 4.07491 -0.01 0.01 -0.01
H 2.20688 -1.21737 4.76327 0.01 -0.02 -0.02
H 0.92992 -0.01170 2.99506 0.02 0.00 0.01
H 0.61487 -1.13462 -4.93306 -0.02 0.01 0.02
H -1.21331 0.47917 -5.59543 0.00 0.00 0.02
H -2.24954 1.88642 -3.80521 0.01 0.00 0.00
H -1.41440 1.66973 -1.47468 -0.05 -0.01 0.00
C -0.02845 4.48824 3.50907 -0.17 -0.06 0.17
C -1.13844 3.77345 4.08767 0.14 0.17 -0.01
C -1.56675 2.59555 3.52875 0.08 -0.10 -0.11
C -0.98741 2.05153 2.37109 0.04 0.07 0.16
C 0.03502 2.86690 1.62245 -0.16 -0.16 -0.05
C 0.55391 4.05577 2.38399 -0.02 -0.08 -0.10
C -1.49843 0.81793 1.86903 -0.15 -0.11 0.00
C -1.08197 -0.03215 0.88218 0.02 -0.21 -0.10
C -2.04403 -1.11156 0.51052 0.10 -0.01 -0.01
C -1.61674 -2.40985 0.20443 -0.03 -0.01 0.06
C -2.51745 -3.40527 -0.14298 0.05 0.04 0.00
C -3.87518 -3.12760 -0.21982 -0.02 0.06 0.03
C -4.31900 -1.84175 0.05757 0.04 0.00 0.00
C -3.41691 -0.85038 0.41766 -0.01 0.06 -0.08
H 0.34165 5.37782 4.00397 -0.01 -0.01 0.00
H -1.61293 4.15575 4.98161 0.02 0.00 -0.01
H -2.37310 2.04191 3.99912 0.02 0.01 0.00
H 0.87160 2.21950 1.34541 0.07 -0.01 -0.02
H 1.39638 4.58161 1.95027 -0.02 -0.01 0.00
H -2.40819 0.50842 2.38901 0.01 0.04 -0.02
H -0.55992 -2.64070 0.24686 0.00 -0.02 0.00
H -2.15462 -4.40156 -0.36287 0.00 0.00 0.01
H -4.57799 -3.90230 -0.49862 0.00 0.01 -0.01
H -5.37294 -1.60406 -0.01768 0.01 0.00 0.01
H -3.77477 0.15746 0.59498 0.01 -0.03 0.02
C 3.37588 1.18432 -1.43900 -0.02 -0.01 -0.01
C 2.59951 1.01115 -0.14020 -0.34 -0.06 -0.09
O 3.04608 1.47577 0.88310 -0.01 0.04 0.02
H 4.44419 1.09078 -1.23578 0.00 0.00 0.01
H 3.19480 2.19898 -1.80501 -0.05 -0.01 0.00
H 3.07834 0.48445 -2.21807 0.00 0.00 0.02
S -1.98718 5.73033 -3.26935 -0.06 -0.12 -0.03
C -1.45722 4.67838 -1.96313 0.05 0.14 0.06
C -2.33659 4.30518 -0.90560 0.02 -0.05 -0.12
C -1.87562 3.66372 0.19624 0.10 -0.04 0.01
N -0.53703 3.32273 0.32410 0.02 0.03 -0.01
C 0.34166 3.70025 -0.67949 -0.08 -0.05 0.00
C -0.08569 4.34723 -1.79137 -0.06 -0.04 -0.06
C -1.87837 7.33147 -2.47026 0.06 -0.08 0.05
C -2.99634 7.92729 -1.90788 -0.06 0.02 -0.01
C -2.84684 9.14505 -1.25811 0.09 0.04 0.03
N -1.68378 9.78409 -1.13849 -0.02 -0.12 -0.08
C -0.61864 9.20494 -1.69432 -0.07 0.03 0.04
C -0.66329 7.99342 -2.36754 0.04 0.01 0.01
H -3.39697 4.51210 -0.98389 0.05 0.05 0.04
H -2.52190 3.34360 0.99990 0.02 0.06 0.00
H 1.36953 3.41323 -0.52577 0.09 0.01 0.03
H 0.63267 4.58936 -2.56452 -0.01 0.04 0.04
H -3.96626 7.45136 -1.97454 0.02 0.01 0.02
H -3.70597 9.62602 -0.80269 0.01 0.01 -0.01
H 0.32131 9.73712 -1.59536 -0.01 0.01 0.00
H 0.23231 7.56878 -2.80218 0.00 0.01 0.02

=====

78
Properties=species:S:1:pos:R:3:forces:R:3 method="wB97M-V/def2-TZVPD" e_above_lowest_ev=0.0000 charge=+1 s2=0.775 spin_multiplicity=2 homo_lumo_gap_ev="6.59 / 6.55" e_lumo_ev="-4.5466 / -4.3426" fmax_ev_per_a=0.52 homo_energy_ev="-11.13 / -10.90"
Re 0.62713 -0.56887 1.29156 0.41 0.32 0.03
C -0.70971 3.55722 1.57627 -0.03 -0.02 -0.03
C -0.56642 2.08007 1.50020 -0.06 0.06 0.02
N 0.54215 1.48080 1.19850 0.00 -0.17 0.22
N 1.70106 2.16984 0.91259 -0.03 -0.17 -0.04
C 2.61843 1.29942 0.56879 -0.10 0.17 0.13
O 2.35646 0.00751 0.46144 -0.25 0.02 -0.04
C 3.99221 1.73908 0.31235 -0.01 -0.08 -0.10
C 4.98723 0.77771 0.15068 0.01 0.01 -0.02
C 6.29570 1.17623 -0.06772 -0.01 0.00 0.00
C 6.60772 2.52690 -0.13230 0.00 0.00 0.00
C 5.61303 3.48597 0.02391 0.00 -0.01 0.00
C 4.30583 3.09669 0.24957 0.00 0.01 0.01
C -1.68550 1.16701 1.75538 0.12 0.01 0.02
C -2.97747 1.60185 1.99374 -0.13 -0.04 0.03
C -3.99198 0.66936 2.13988 0.05 0.09 -0.01
C -3.68556 -0.67661 2.03087 0.06 -0.05 0.00
C -2.37396 -1.05500 1.81498 -0.09 -0.04 0.02
N -1.38982 -0.15855 1.69413 0.23 0.03 -0.31
H 0.24072 4.03517 1.36443 0.00 0.00 0.00
H -1.05125 3.84411 2.57311 0.00 -0.01 0.00
H -1.45607 3.90122 0.85755 0.01 0.01 0.00
H 4.72954 -0.27159 0.19724 0.00 0.00 0.00
H 7.07164 0.43206 -0.18906 0.00 0.00 0.00
H 7.62991 2.83644 -0.30623 0.00 0.00 0.00
H 5.86082 4.53723 -0.03137 0.00 0.00 0.00
H 3.52307 3.83160 0.37462 0.00 0.00 0.00
H -3.18432 2.66049 2.05265 0.00 0.00 0.00
H -5.00611 0.99223 2.32945 0.00 0.00 0.00
H -4.44454 -1.43918 2.13043 -0.01 0.01 0.00
H -2.08148 -2.09447 1.75074 0.03 0.00 -0.02
Te 1.08495 -0.78982 3.73613 -0.03 -0.09 0.24
C -0.54278 0.14915 4.71401 0.02 0.02 -0.02
C -1.68909 -0.57486 5.02655 0.01 0.05 0.05
C -2.75464 0.05753 5.65375 0.00 -0.01 -0.01
C -2.67600 1.40580 5.97446 0.00 0.01 0.00
C -1.52684 2.12480 5.67510 0.01 -0.01 -0.01
C -0.45919 1.49858 5.04449 -0.03 0.02 -0.03
H -1.74692 -1.63267 4.79991 -0.01 0.00 0.00
H -3.64216 -0.50900 5.90540 0.00 0.00 0.00
H -3.50359 1.89174 6.47417 0.00 0.00 0.00
H -1.45379 3.17102 5.94314 -0.01 0.00 0.00
H 0.43956 2.06255 4.82123 0.00 0.00 -0.01
O 0.37826 -2.21715 0.47163 -0.18 -0.17 -0.18
Si 1.20652 -3.48898 -0.27318 -0.07 0.09 0.14
C 0.53797 -5.01611 0.53946 0.01 -0.13 0.01
C -0.81325 -5.10585 0.88852 0.03 -0.02 -0.03
C -1.32911 -6.25788 1.46080 -0.01 0.02 -0.01
C -0.49937 -7.34803 1.68843 0.00 -0.01 0.01
C 0.84168 -7.28281 1.34293 0.01 0.01 -0.01
C 1.35566 -6.12462 0.77431 -0.03 0.03 0.03
C 3.01758 -3.28790 0.08055 0.10 0.00 -0.02
C 3.92964 -2.96678 -0.92684 0.01 -0.02 0.04
C 5.27936 -2.80277 -0.63899 -0.02 -0.01 -0.01
C 5.73150 -2.94241 0.66488 0.01 0.00 0.00
C 4.83674 -3.24878 1.68333 -0.01 0.00 0.01
C 3.49353 -3.42815 1.38968 0.01 0.04 -0.03
C 0.84172 -3.37610 -2.08429 -0.04 0.01 -0.09
C 1.20704 -4.43213 -2.92494 -0.02 0.01 -0.01
C 0.97910 -4.36717 -4.29099 0.01 0.00 0.02
C 0.37722 -3.24253 -4.83932 0.00 0.00 -0.01
C 0.00360 -2.18705 -4.02109 0.00 0.01 0.02
C 0.23526 -2.25560 -2.65388 0.03 -0.02 -0.03
H -1.47352 -4.26684 0.69547 -0.01 0.01 0.00
H -2.37804 -6.31335 1.72277 0.00 0.00 0.00
H -0.90075 -8.24955 2.13266 0.00 0.00 0.00
H 1.48859 -8.13241 1.51821 0.00 0.00 0.00
H 2.40927 -6.08261 0.52090 0.00 0.00 0.00
H 3.58506 -2.84934 -1.94779 0.00 0.00 -0.01
H 5.97634 -2.56673 -1.43311 0.00 0.00 0.00
H 6.78345 -2.82044 0.89020 0.00 0.00 0.00
H 5.19101 -3.36399 2.69975 0.00 0.00 0.00
H 2.80777 -3.69493 2.18880 0.00 -0.01 0.00
H 1.67149 -5.32099 -2.50986 0.00 0.00 0.00
H 1.26693 -5.19340 -4.92772 0.00 0.00 0.00
H 0.19705 -3.19086 -5.90514 0.00 0.00 0.00
H -0.46812 -1.31152 -4.44825 0.00 0.00 0.00
H -0.06459 -1.42438 -2.02525 0.00 0.00 0.01

=====

81
Properties=species:S:1:pos:R:3:forces:R:3 method="wB97M-V/def2-TZVPD" charge=+2 s2=6.038 spin_multiplicity=5 homo_lumo_gap_ev="6.38 / 2.85" e_lumo_ev="-6.9484 / -10.6880" fmax_ev_per_a=4.97 homo_energy_ev="-13.33 / -13.54"
Ru 1.18172 -0.34316 0.98577 -1.58 0.20 -1.62
O 5.12862 -0.34286 5.04807 1.60 0.02 -1.38
C 5.74752 -0.34296 3.84517 1.97 -0.02 3.49
O 6.97582 -0.34296 3.83007 -2.03 0.01 -0.90
C 4.94202 -0.34296 2.61717 -1.35 -0.01 -1.58
C 5.48492 -0.34266 1.33507 0.16 -0.01 -0.86
Cl 7.14242 -0.34176 0.89817 -0.94 0.00 0.28
N 4.46172 -0.34296 0.40087 0.20 0.00 0.19
N 3.27062 -0.34316 1.04027 1.19 0.04 1.37
C 3.53462 -0.34316 2.35737 1.40 0.00 0.41
C 2.44272 -0.34316 3.39167 2.48 -0.06 3.67
O 2.83232 -0.34316 4.60447 -3.57 0.04 -3.46
O 1.23622 -0.34316 3.00447 -0.19 0.11 0.57
C 4.42472 -0.34306 -1.04163 -0.32 0.00 -0.89
C 5.55572 -0.34356 -1.86493 0.17 0.01 -0.34
C 5.42802 -0.34356 -3.26243 -0.48 0.00 0.38
C 4.17222 -0.34326 -3.86123 0.21 0.01 0.00
C 3.03542 -0.34286 -3.06403 0.31 -0.04 0.61
C 3.16032 -0.34286 -1.67153 0.41 -0.04 -0.09
H 4.12832 -0.34296 4.99547 0.64 -0.02 -0.35
H 6.56742 -0.34396 -1.48923 -0.25 -0.01 0.21
H 6.32142 -0.34386 -3.88213 -0.14 0.00 0.22
H 4.08032 -0.34326 -4.94323 0.03 -0.01 0.15
H 2.04632 -0.34266 -3.51383 0.53 -0.21 0.28
H 2.24282 -0.34256 -1.08083 0.33 -0.17 -0.23
C -1.44218 -0.90426 1.97287 -2.59 -1.18 0.44
C -2.53258 -0.20856 1.16247 -0.50 0.40 -0.13
C -2.60548 1.25494 1.53007 -0.62 0.55 0.40
Sb -0.66608 2.07614 0.98577 0.02 0.22 -0.75
C -0.84638 1.90214 -1.14613 -0.15 0.19 0.13
C -2.02958 2.24344 -1.81153 0.39 -0.14 -0.46
C -2.10758 2.12714 -3.20293 0.33 -0.08 0.19
C -1.00348 1.67264 -3.93133 0.06 0.08 0.58
C 0.17882 1.33184 -3.26793 -0.51 0.23 0.11
C 0.25652 1.44464 -1.87713 -0.51 0.12 -0.24
C -1.30288 4.11804 1.17907 -0.18 -0.43 1.64
C -1.73348 4.57314 2.43127 0.81 -1.61 -1.52
C -2.15528 5.89654 2.59177 -0.29 0.82 0.13
C -2.14478 6.77074 1.50087 0.35 0.26 -1.70
C -1.71148 6.32134 0.24977 -0.95 2.01 1.45
C -1.29048 4.99744 0.08777 0.27 -0.62 0.06
Sb -0.66608 -2.60856 0.98577 0.12 -2.55 -0.89
C -0.93078 -2.22126 -1.13103 -0.47 0.24 0.25
C 0.20982 -2.24956 -1.94303 -0.33 0.16 -0.14
C 0.10412 -2.02686 -3.31943 -0.51 -0.06 0.15
C -1.14468 -1.77436 -3.89323 0.20 -0.13 0.50
C -2.28788 -1.74586 -3.09103 0.35 -0.07 0.30
C -2.18328 -1.97116 -1.71543 0.35 0.08 -0.53
C -2.41918 -3.80206 1.37717 -0.28 -0.32 0.05
C -3.17298 -4.40416 0.36037 0.02 -0.07 0.43
C -4.30548 -5.16116 0.68027 0.23 0.24 0.49
C -4.68718 -5.32306 2.01557 0.40 0.26 -0.18
C -3.93318 -4.73306 3.03277 0.11 0.11 -0.43
C -2.80148 -3.97766 2.71427 -0.18 -0.06 -0.34
H -1.75788 -1.08356 3.02167 0.50 0.08 -0.30
H -0.49978 -0.34156 2.02997 -0.17 0.93 2.43
H -3.50218 -0.73396 1.29357 0.63 0.20 -0.10
H -2.26798 -0.20436 0.09517 -0.33 -0.44 0.03
H -2.81578 1.38754 2.61247 0.19 0.11 -0.59
H -3.40048 1.75694 0.94077 0.51 -0.07 0.37
H -2.88448 2.60104 -1.25533 -0.17 0.02 0.02
H -3.02198 2.39164 -3.71763 -0.01 -0.01 0.01
H -1.06368 1.58344 -5.00823 -0.01 0.02 0.02
H 1.03312 0.97864 -3.83053 -0.28 0.33 0.01
H 1.17432 1.17954 -1.36773 0.01 0.24 -0.06
H -1.74388 3.90034 3.27887 0.01 0.03 0.08
H -2.48968 6.24404 3.56077 -0.01 0.03 0.04
H -2.47068 7.79524 1.62537 0.02 -0.04 -0.01
H -1.70068 6.99934 -0.59383 -0.01 0.01 0.02
H -0.95288 4.66474 -0.88313 0.07 -0.10 -0.12
H 1.18042 -2.44636 -1.50683 0.11 -0.12 -0.01
H 0.98982 -2.04926 -3.94073 -0.07 -0.16 0.01
H -1.22628 -1.60076 -4.95833 0.00 -0.03 0.00
H -3.25558 -1.55246 -3.53523 -0.01 -0.02 0.01
H -3.07968 -1.95446 -1.11113 -0.05 -0.04 0.01
H -2.88818 -4.29996 -0.67443 0.06 -0.02 -0.13
H -4.88698 -5.62346 -0.10643 0.04 0.02 -0.02
H -5.56378 -5.90786 2.26227 0.03 0.01 -0.01
H -4.22518 -4.85986 4.06747 0.04 0.01 -0.03
H -2.22398 -3.52326 3.50877 0.04 -0.05 0.14
H -0.64598 -0.34316 0.98577 2.12 0.59 -1.94